No. 1
Molecular formula: C5H10NO2
Method: DFT, the ωB97M-V functional and the def2-TZVPD basis

Values from the calculation:
⟨S²⟩ = 0.758
HOMO level (spin up / spin down) = -9.789 / -9.487 eV
E = -10928.792 eV
2S+1 = 2
ΔE to the lowest compared entry with this formula, charge and spin = 43.75 kcal per mole
LUMO level (spin up / spin down) = 0.8 / -4.1 eV

Element x y z (Å)
O -1.096 -1.075 0.212
C -1.636 -0.179 -0.494
O -1.097 0.907 -0.879
C -3.132 -0.507 -0.895
H -3.156 -1.243 -1.711
H -3.661 -0.997 -0.101
H -3.665 0.338 -1.327
C 1.849 0.282 -1.080
C 1.649 1.000 0.239
C 1.489 -0.539 1.984
N 2.284 0.160 1.241
H 1.685 0.977 -1.901
H 2.887 -0.065 -1.137
H 1.136 -0.545 -1.129
H 0.558 1.050 0.392
H 2.146 1.968 0.332
H 0.424 -0.325 2.042
H 1.886 -1.274 2.666

Results of the Mulliken charge analysis, in e, for atoms 1 through 8: O -0.423; C 0.863; O -0.496; C -1.008; H 0.295; H 0.323; H 0.315; C -0.990

---

No. 2
Molecular formula: C20H15Cl2IrN7O3S
Method: DFT, the ωB97M-V functional and the def2-TZVPD basis

Values from the calculation:
⟨S²⟩ = 0.770
HOMO level (spin up / spin down) = -13.542 / -14.434 eV
E = -76262.682 eV
2S+1 = 2
ΔE to the lowest compared entry with this formula, charge and spin = 0.00 kcal per mole
Net charge = +2
LUMO level (spin up / spin down) = -6.5 / -8.2 eV

Element x y z (Å)
Ir 0.306 0.626 -0.144
Cl -1.271 -5.461 2.856
C -1.283 -4.093 1.849
C -0.249 -3.191 1.929
C -0.269 -2.063 1.105
N 0.712 -1.140 0.962
C 2.004 -1.329 1.396
O 2.385 -2.035 2.294
C 2.938 -0.634 0.448
C 4.301 -0.829 0.542
C 5.138 -0.180 -0.353
C 4.566 0.652 -1.302
C 3.193 0.806 -1.327
N 2.379 0.164 -0.484
C -1.338 -1.880 0.144
C -2.396 -2.802 0.095
C -2.370 -3.889 0.933
Cl -3.648 -5.009 0.878
N -1.160 -0.782 -0.632
C -2.053 -0.355 -1.604
O -3.156 -0.791 -1.815
C -1.477 0.766 -2.428
C -2.116 1.171 -3.580
C -1.529 2.149 -4.370
C -0.309 2.676 -3.977
C 0.270 2.233 -2.803
N -0.299 1.296 -2.035
H 0.563 -3.355 2.621
H 4.669 -1.486 1.318
H 6.210 -0.311 -0.304
H 5.168 1.187 -2.022
H 2.735 1.455 -2.058
H -3.212 -2.674 -0.595
H -3.055 0.700 -3.834
H -2.012 2.492 -5.274
H 0.194 3.434 -4.559
H 1.205 2.657 -2.463
N -0.083 0.914 3.121
N -1.460 1.109 3.222
C -2.196 1.579 2.220
N -3.454 1.910 2.482
S -1.693 1.847 0.591
H 0.152 -0.011 3.464
H 0.396 1.609 3.686
H -1.903 0.996 4.127
H -3.838 1.889 3.415
H -4.056 2.224 1.738
O 1.399 3.407 0.297
C 1.003 2.352 0.232

Results of the Mulliken charge analysis, in e, for atoms 1 through 8: Ir 1.117; Cl -0.109; C 0.146; C -0.952; C 0.243; N 0.158; C -0.051; O -0.624